(1)
{"formula": "C9H11MgO6", "method": "ωB97M-V/def2-TZVPD", "species": ["O", "C", "Mg", "O", "C", "C", "O", "C", "O", "C", "O", "H", "C", "C", "O", "C", "C", "H", "H", "H", "H", "H", "H", "H", "H", "H", "H"], "coordinates": [[-1.2768, 3.4669, -2.5208], [-0.3606, 2.6501, -2.3732], [-0.5002, 0.9200, -0.4789], [-3.7892, 2.1518, -1.0536], [-2.7060, 1.8296, -0.8715], [1.8246, 1.4363, -1.0348], [2.6884, 1.9674, -1.5792], [-0.1750, 3.0029, 0.4606], [0.2179, 3.9280, 1.0230], [-0.5989, 1.1563, -2.7798], [-0.3162, 0.8271, -3.8964], [0.6943, 2.9743, -2.2592], [-0.1862, -1.6018, 2.8494], [0.4489, -0.5863, 1.9245], [-0.1297, -0.6517, 0.5689], [-0.2663, -2.0179, 0.0090], [1.0822, -2.6558, -0.2633], [-1.2847, -1.6544, 2.7636], [0.0662, -1.3091, 3.8763], [0.2093, -2.6141, 2.6839], [0.2880, 0.4471, 2.2613], [1.5248, -0.7426, 1.7963], [-0.8247, -2.5575, 0.7747], [-0.8797, -1.8725, -0.8889], [1.6775, -2.7474, 0.6612], [0.9005, -3.6635, -0.6558], [1.6718, -2.0833, -0.9971]], "e_above_lowest_kcal_mol": 24.6, "largest_force_ev_per_a": 4.78, "orbital_gap_ev": [5.69, 5.69], "lumo_ev": [-5.0, -5.0], "charge": 1, "homo_ev": [-10.66, -10.66]}

(2)
{"formula": "C4H10NS", "method": "ωB97M-V/def2-TZVPD", "species": ["C", "C", "C", "C", "N", "S", "H", "H", "H", "H", "H", "H", "H", "H", "H", "H"], "coordinates": [[-1.4095, 0.6647, 2.8655], [0.3483, -0.1144, -0.9709], [0.8298, -1.0314, 0.0739], [1.2107, 0.3069, -1.9960], [-0.8854, 0.2254, -0.9865], [-2.4965, 0.4776, 1.7590], [-0.3555, 0.3118, 2.7232], [-1.6736, 0.8080, 3.8275], [1.8997, -0.9617, 0.1170], [0.6675, -2.0975, -0.0649], [0.4189, -0.8065, 1.1359], [0.7052, 1.0431, -2.5371], [1.5163, -0.6456, -2.5341], [2.1023, 0.7716, -1.6363], [-1.3010, 0.9842, -1.5542], [-1.5772, 0.0637, -0.2221]], "e_above_lowest_kcal_mol": 36.6, "largest_force_ev_per_a": 3.92, "orbital_gap_ev": 8.67, "lumo_ev": -4.4, "charge": 1, "homo_ev": -13.04}

(3)
{"formula": "C2H6N6", "method": "ωB97M-V/def2-TZVPD", "species": ["C", "C", "H", "H", "H", "H", "H", "H", "N", "N", "N", "N", "N", "N"], "coordinates": [[0.2620, -0.1325, 0.9169], [-0.8268, -0.6056, -1.1570], [0.3746, 2.6819, 0.4964], [2.4608, 2.1661, 1.9672], [0.0165, -2.1909, 1.5125], [-2.1204, -1.7487, -0.5063], [-0.8996, 0.4032, -2.7130], [0.4819, 0.8189, -0.6159], [1.6091, 1.6572, 0.8387], [1.2068, 0.4430, 1.5199], [-0.3136, -1.4223, 0.9065], [-0.9602, -1.7667, -0.3875], [-0.8569, -0.5741, -2.5663], [-0.4341, 0.2706, -0.2120]], "e_above_lowest_kcal_mol": 189.8, "largest_force_ev_per_a": 10.64, "orbital_gap_ev": 8.22, "lumo_ev": -0.5, "homo_ev": -8.77}

(4)
{"formula": "C20H19IrN5O4S2", "method": "ωB97M-V/def2-TZVPD", "species": ["Ir", "N", "C", "C", "C", "C", "C", "C", "C", "C", "N", "C", "H", "H", "H", "H", "H", "H", "H", "H", "C", "O", "C", "O", "H", "H", "H", "N", "C", "C", "C", "C", "C", "C", "S", "O", "O", "N", "C", "S", "C", "C", "N", "H", "H", "H", "H", "H", "H", "H", "H"], "coordinates": [[-0.0115, 0.5363, 0.4098], [1.3950, 0.8917, 1.9008], [1.7949, 2.2994, 1.8912], [2.7976, 2.8152, 2.6574], [3.0761, 4.1984, 2.6042], [2.3352, 5.0304, 1.8122], [1.2813, 4.5155, 1.0208], [0.4351, 5.3063, 0.2076], [-0.5790, 4.7174, -0.4948], [-0.7497, 3.3260, -0.4243], [0.0387, 2.5615, 0.3058], [1.0348, 3.1350, 1.0559], [2.1905, 0.2755, 1.7363], [1.0351, 0.6277, 2.8206], [3.3745, 2.1735, 3.3125], [3.8781, 4.5964, 3.2095], [2.5413, 6.0924, 1.7853], [0.5955, 6.3759, 0.1565], [-1.2500, 5.2966, -1.1117], [-1.5332, 2.8221, -0.9755], [-3.7535, 1.1215, 2.0514], [-2.5438, 1.1294, 1.2352], [-1.4805, 0.5182, 1.7186], [-1.3519, -0.0086, 2.7894], [-4.1865, 2.1123, 1.9652], [-3.5048, 0.8929, 3.0826], [-4.4246, 0.3747, 1.6366], [0.8478, -4.3581, -5.6887], [0.3722, -3.6991, -4.6232], [0.7531, -2.3580, -4.3799], [0.2681, -1.6845, -3.2946], [-0.6187, -2.3297, -2.4164], [-1.0176, -3.6576, -2.6487], [-0.5240, -4.3318, -3.7295], [-1.2344, -1.5218, -1.0643], [-2.4573, -2.0856, -0.5967], [-1.1434, -0.0543, -1.2699], [-0.1021, -1.5458, 0.2146], [-0.0609, -2.4417, 1.1747], [-1.0508, -3.9134, 1.2647], [-0.2436, -4.3134, 2.6818], [0.7036, -3.3298, 3.0259], [0.8061, -2.3091, 2.1987], [1.4562, -3.9086, -6.3504], [0.5589, -5.2989, -5.8921], [1.4216, -1.8628, -5.0717], [0.5464, -0.6531, -3.1262], [-1.7348, -4.1336, -1.9933], [-0.8354, -5.3501, -3.9212], [-0.4714, -5.2096, 3.2391], [1.3253, -3.3835, 3.9085]], "e_above_lowest_kcal_mol": 6.4, "largest_force_ev_per_a": 0.90, "orbital_gap_ev": [7.63, 5.25], "lumo_ev": [-6.0, -8.4], "spin_multiplicity": 2, "s_squared": 0.77, "charge": 2, "homo_ev": [-13.68, -13.69]}

(5)
{"formula": "C3H3CoLiO3", "method": "ωB97M-V/def2-TZVPD", "species": ["C", "C", "O", "C", "O", "O", "Li", "H", "H", "H", "Co"], "coordinates": [[0.0279, -0.5751, -0.1228], [0.8721, -0.6139, 1.0844], [1.3413, 0.0790, -0.0576], [-1.0254, 0.7504, -0.9987], [-0.4875, 1.7700, -1.3914], [-2.1485, 0.4663, -0.6180], [-2.6953, -0.9021, 0.5707], [0.1261, -1.4106, -0.8249], [1.5367, -1.4539, 1.3012], [0.7253, 0.0847, 1.9134], [1.7273, 1.8051, -0.8563]], "e_above_lowest_kcal_mol": 0.0, "largest_force_ev_per_a": 4.63, "orbital_gap_ev": [6.51, 8.93], "lumo_ev": [-4.5, -4.8], "spin_multiplicity": 5, "s_squared": 6.00, "charge": 1, "homo_ev": [-10.97, -13.68]}

(6)
{"formula": "C11H14N2O3S", "method": "ωB97M-V/def2-TZVPD", "species": ["O", "C", "O", "C", "C", "C", "O", "N", "C", "C", "N", "C", "C", "C", "C", "C", "S", "H", "H", "H", "H", "H", "H", "H", "H", "H", "H", "H", "H", "H", "H"], "coordinates": [[0.7050, 3.0663, -0.0170], [0.2582, 2.9579, 1.0208], [-0.0353, 3.9821, 1.6714], [0.0730, 1.9525, 1.8030], [0.9462, 0.6296, 1.1518], [2.1560, 1.1376, 0.7316], [3.0998, 1.5814, 1.4911], [2.8419, 0.6319, -0.5283], [2.0612, -0.2139, -1.4085], [0.3523, 0.2270, -1.0810], [0.1032, -0.0046, 0.2136], [-0.1660, -1.5256, 0.6447], [-1.4418, -1.8028, -0.2590], [-1.4804, -2.9492, -0.9143], [-2.8635, -3.0655, -1.5556], [-3.6587, -2.0490, -0.9360], [-2.8060, -0.9472, -0.2779], [0.0433, 4.9305, 1.2107], [0.6390, 2.0877, 2.9568], [-0.8512, 1.6560, 2.2312], [1.1892, -0.1777, 1.9985], [3.6085, 0.9485, -0.8360], [2.0608, -1.2038, -1.1396], [1.9965, 0.2093, -2.2982], [0.2705, 1.3186, -1.1313], [-0.2506, -0.4295, -1.8647], [-0.3733, -1.5542, 1.7557], [0.5476, -2.1808, 0.3343], [-0.7705, -3.7131, -1.4087], [-3.4336, -3.6339, -2.2057], [-4.8214, -1.8661, -1.3533]], "e_above_lowest_kcal_mol": 239.0, "largest_force_ev_per_a": 15.33, "orbital_gap_ev": 8.34, "lumo_ev": 0.5, "smiles": "O=C(O)C[C@@H]1C(=O)NCCN1Cc1cccs1", "homo_ev": -7.82}

(7)
{"formula": "C3H9NS2", "method": "ωB97M-V/def2-TZVPD", "species": ["N", "C", "C", "S", "S", "C", "H", "H", "H", "H", "H", "H", "H", "H", "H"], "coordinates": [[2.4208, -0.6024, 0.7565], [1.5709, -0.3119, -0.3773], [0.7602, 1.0053, -0.1778], [-0.4783, 0.9963, 1.0895], [-1.5329, -0.7698, 0.6985], [-2.9790, -0.0900, -0.0761], [2.1829, -1.4292, 1.2959], [3.3735, -0.7180, 0.4324], [2.1821, -0.1251, -1.2609], [0.8249, -1.0604, -0.6598], [1.4559, 1.8256, 0.0089], [0.2672, 1.2459, -1.1276], [-2.8536, 0.2863, -1.0904], [-3.7313, -0.8813, -0.1061], [-3.4632, 0.6286, 0.5944]], "e_above_lowest_kcal_mol": 28.8, "largest_force_ev_per_a": 1.88, "orbital_gap_ev": [2.81, 8.13], "lumo_ev": [3.6, 3.7], "spin_multiplicity": 2, "s_squared": 0.75, "charge": -1, "homo_ev": [0.84, -4.42]}

(8)
{"formula": "C39H45FeNP", "method": "ωB97M-V/def2-TZVPD", "species": ["Fe", "C", "C", "C", "C", "C", "C", "C", "P", "C", "C", "C", "C", "C", "C", "C", "C", "C", "C", "C", "C", "C", "C", "H", "H", "H", "H", "H", "H", "H", "H", "H", "H", "H", "H", "H", "H", "H", "H", "H", "H", "H", "H", "C", "C", "C", "C", "C", "C", "C", "C", "N", "C", "C", "C", "C", "C", "C", "C", "C", "C", "C", "H", "H", "H", "H", "H", "H", "H", "H", "H", "H", "H", "H", "H", "H", "H", "H", "H", "H", "H", "H", "H", "H", "H", "H", "H"], "coordinates": [[0.0000, 0.0000, 0.0000], [-1.9649, 2.2624, -3.5657], [-0.5916, 2.6739, -4.0356], [-0.5076, 3.5411, -5.1416], [0.7253, 3.9707, -5.6255], [1.8930, 3.5420, -5.0101], [1.8281, 2.6819, -3.9114], [0.5956, 2.2250, -3.4033], [0.5191, 1.1002, -1.9617], [2.0754, 1.4283, -1.0527], [3.2010, 0.5939, -1.1968], [4.3934, 0.8506, -0.5149], [4.4891, 1.9474, 0.3299], [3.3913, 2.7871, 0.4969], [2.1808, 2.5417, -0.1791], [1.0386, 3.4996, 0.0586], [0.6759, -0.6201, -2.6064], [0.9769, -0.7910, -3.9812], [1.1106, -2.0486, -4.5757], [0.9386, -3.1900, -3.8155], [0.6310, -3.0669, -2.4641], [0.4911, -1.8045, -1.8334], [0.1635, -1.9520, -0.3568], [-2.7519, 2.7241, -4.1722], [-2.1288, 2.5825, -2.5316], [-2.0906, 1.1780, -3.6459], [-1.4128, 3.8915, -5.6336], [0.7720, 4.6413, -6.4791], [2.8592, 3.8748, -5.3800], [2.7682, 2.3679, -3.4644], [3.1783, -0.2704, -1.8552], [5.2462, 0.1904, -0.6495], [5.4153, 2.1506, 0.8604], [3.4829, 3.6416, 1.1642], [1.2936, 4.2473, 0.8177], [0.1557, 2.9659, 0.4248], [0.7935, 4.0419, -0.8599], [1.1202, 0.0629, -4.6384], [1.3464, -2.1246, -5.6340], [1.0393, -4.1727, -4.2674], [0.4980, -3.9825, -1.8882], [1.0236, -2.3932, 0.0834], [-0.7612, -2.4351, -0.2863], [-4.5571, 2.5599, 4.1597], [-3.2373, 2.1499, 3.5808], [-2.0423, 2.4120, 4.2526], [-0.8293, 2.0188, 3.6896], [0.4730, 2.2822, 4.3796], [-0.8351, 1.3614, 2.4471], [-2.0121, 1.0747, 1.7315], [-3.2049, 1.4885, 2.3367], [-1.8503, 0.4367, 0.5507], [-2.9389, 0.0425, -0.3546], [-3.7253, 1.2424, -0.9446], [-4.7657, 0.7612, -1.9726], [-4.0432, 0.0742, -3.1401], [-3.2504, -1.1333, -2.6212], [-4.2163, -2.1333, -1.9711], [-4.9402, -1.4653, -0.7935], [-5.7207, -0.2408, -1.3015], [-3.9020, -1.0127, 0.2496], [-2.2333, -0.6568, -1.5708], [-4.4346, 3.0616, 5.1253], [-5.1900, 1.6805, 4.3172], [-5.0666, 3.2542, 3.4839], [-2.0575, 2.9206, 5.2107], [0.3252, 2.7989, 5.3336], [1.1122, 2.9125, 3.7529], [0.9888, 1.3389, 4.5862], [0.1143, 1.0544, 2.0080], [-4.1534, 1.3042, 1.8483], [-3.0355, 1.9519, -1.4220], [-4.2495, 1.8123, -0.1727], [-5.3349, 1.6193, -2.3475], [-3.3676, 0.7834, -3.6335], [-4.7710, -0.2495, -3.8944], [-2.7250, -1.6151, -3.4533], [-3.6652, -3.0152, -1.6220], [-4.9462, -2.4862, -2.7099], [-5.6327, -2.1805, -0.3355], [-6.2453, 0.2418, -0.4677], [-6.4875, -0.5601, -2.0180], [-3.3360, -1.8832, 0.6089], [-4.4410, -0.6294, 1.1203], [-1.5199, 0.0329, -2.0441], [-1.6412, -1.5157, -1.2240], [1.0723, 0.4574, 1.2186]], "largest_force_ev_per_a": 2.97, "orbital_gap_ev": [5.54, 5.78], "lumo_ev": [2.6, 2.6], "spin_multiplicity": 5, "s_squared": 6.03, "charge": -1, "homo_ev": [-2.93, -3.18]}